Formula: C8H10Se
Source: the Open Molecules 2025 dataset
Level of theory: the ωB97M-V functional and the def2-TZVPD basis

Output
calculated total energy = -73800.424 eV
total charge = 0
HOMO = -8.30 eV
energy above the lowest of the compared OMol25 structures with the same formula, charge and spin = 265.1 kJ/mol
HOMO-LUMO gap = 9.087 eV
LUMO level = 0.789 eV
spin multiplicity = 1

Geometry as XYZ:
```
19
Properties=species:S:1:pos:R:3:lowdin_charge:R:1
C -2.456 -1.273 -0.363 -0.101
C -1.780 -1.670 0.741 -0.090
C -2.138 -0.086 -1.014 -0.063
C -0.529 -1.130 1.011 -0.106
C -0.967 0.607 -0.656 -0.066
C -0.148 -0.019 0.271 -0.059
C 2.060 1.945 -0.223 -0.224
C 1.921 0.745 0.497 -0.600
Se 2.875 -0.733 -0.203 0.795
H -3.424 -1.657 -0.480 0.089
H -1.942 -2.624 1.100 0.086
H -2.844 0.246 -1.692 0.079
H 0.001 -1.525 1.782 0.072
H -0.630 1.283 -1.368 0.077
H 3.004 2.253 -0.119 0.039
H 1.448 2.758 0.199 0.107
H 1.722 1.847 -1.205 0.060
H 2.012 0.761 1.567 0.051
H 1.816 -1.728 0.156 -0.146
```

Formula: C5H10O4
Source: the Open Molecules 2025 dataset
Level of theory: the ωB97M-V functional and the def2-TZVPD basis

Output
calculated total energy = -13537.513 eV
total charge = 0
HOMO = -10.29 eV
energy above the lowest of the compared OMol25 structures with the same formula, charge and spin = 36.6 kJ/mol
HOMO-LUMO gap = 11.174 eV
LUMO level = 0.880 eV
spin multiplicity = 1
structure (SMILES) = CC(=O)CO.CC(=O)O

Geometry as XYZ:
```
19
Properties=species:S:1:pos:R:3:lowdin_charge:R:1
C 1.839 -0.111 -1.748 -0.001
C 1.626 0.112 -0.294 -0.434
O 1.727 1.180 0.291 0.073
C 1.450 -1.104 0.613 -0.179
O 1.046 -0.606 1.873 -0.097
H 2.578 -0.897 -1.908 0.093
H 2.144 0.815 -2.237 0.095
H 0.894 -0.435 -2.182 0.087
H 0.702 -1.787 0.212 0.133
H 2.421 -1.613 0.700 0.137
H 1.299 0.404 1.770 0.139
C -3.059 0.864 0.027 0.016
C -1.693 0.280 0.279 -0.568
O -0.869 0.115 -0.604 0.058
O -1.473 0.006 1.544 0.090
H -3.294 0.821 -1.031 0.083
H -3.057 1.901 0.356 0.091
H -3.804 0.326 0.608 0.085
H -0.478 -0.272 1.732 0.100
```

Formula: C6H12N2S
Source: the Open Molecules 2025 dataset
Level of theory: the ωB97M-V functional and the def2-TZVPD basis

Output
calculated total energy = -20222.991 eV
total charge = +1
HOMO (spin up / spin down) = -11.58 / -11.58 eV
<S²> = 0.7533
energy above the lowest of the compared OMol25 structures with the same formula, charge and spin = 88.8 kJ/mol
HOMO-LUMO gap (spin up / spin down) = 7.845 / 2.920 eV
LUMO level (spin up / spin down) = -3.733 / -8.656 eV
spin multiplicity = 2

Geometry as XYZ:
```
21
Properties=species:S:1:pos:R:3:lowdin_charge:R:1
C -0.747 1.877 -1.134 -0.502
C -0.718 3.396 -0.791 -0.112
S -0.819 1.586 -2.924 1.138
H 0.101 1.329 -0.744 0.053
H -1.714 1.536 -0.746 0.106
H -1.052 3.418 0.246 0.094
H -0.084 0.424 -2.888 -0.031
H -1.541 3.925 -1.274 0.081
H 0.223 3.851 -1.074 0.084
C 1.828 -1.347 -0.404 -0.045
C -1.187 -1.534 1.513 -0.192
C 0.751 -1.706 0.565 -0.337
C 0.793 -2.488 1.671 -0.063
N -0.485 -1.035 0.525 0.074
N -0.423 -2.375 2.273 0.055
H -2.140 -1.247 1.925 0.119
H -0.814 -2.851 3.056 0.148
H 1.586 -3.027 2.153 0.126
H 1.945 -2.115 -1.167 0.079
H 2.752 -1.226 0.148 0.079
H 1.744 -0.392 -0.929 0.049
```

Formula: C22H30N2O3
Source: the Open Molecules 2025 dataset
Level of theory: the ωB97M-V functional and the def2-TZVPD basis

Output
calculated total energy = -32425.510 eV
total charge = 0
HOMO = -8.03 eV
energy above the lowest of the compared OMol25 structures with the same formula, charge and spin = 34.8 kJ/mol
HOMO-LUMO gap = 8.695 eV
LUMO level = 0.666 eV
spin multiplicity = 1
structure (SMILES) = CCOC(=O)c1c(C)c(-c2ccccc2)n(CC(=O)NCCC(C)C)c1C

Geometry as XYZ:
```
57
Properties=species:S:1:pos:R:3:lowdin_charge:R:1
C 4.886 -4.248 0.514 -0.061
C 3.726 -3.850 1.416 -0.217
O 3.097 -2.657 0.962 -0.019
C 2.181 -2.789 -0.016 -0.427
O 1.871 -3.868 -0.478 0.090
C 1.615 -1.511 -0.429 -0.033
C 1.800 -0.229 0.169 -0.147
C 2.572 0.077 1.404 -0.031
C 1.064 0.666 -0.575 -0.133
C 0.956 2.113 -0.400 -0.158
C -0.270 2.776 -0.390 -0.029
C -0.329 4.144 -0.204 -0.068
C 0.832 4.876 -0.021 -0.086
C 2.057 4.229 -0.030 -0.077
C 2.120 2.862 -0.220 -0.032
N 0.444 -0.025 -1.597 -0.011
C -0.454 0.538 -2.561 -0.024
C -1.940 0.459 -2.160 -0.491
O -2.766 1.176 -2.685 0.060
N -2.229 -0.466 -1.230 0.086
C -3.563 -0.679 -0.715 -0.168
C -3.599 -0.609 0.811 -0.166
C -3.040 0.694 1.396 -0.441
C -3.079 0.627 2.921 -0.080
C -3.812 1.916 0.904 -0.068
C 0.774 -1.340 -1.523 -0.208
C 0.322 -2.336 -2.530 0.001
H 4.515 -4.485 -0.480 0.074
H 5.384 -5.123 0.923 0.076
H 5.601 -3.432 0.439 0.077
H 4.074 -3.622 2.426 0.124
H 2.983 -4.655 1.449 0.121
H 2.323 -0.636 2.188 0.082
H 2.348 1.083 1.751 0.076
H 3.642 -0.005 1.219 0.087
H -1.188 2.224 -0.517 0.088
H -1.289 4.639 -0.200 0.106
H 0.783 5.945 0.126 0.101
H 2.968 4.794 0.106 0.104
H 3.077 2.363 -0.249 0.118
H -0.213 1.592 -2.725 0.139
H -0.349 0.016 -3.517 0.137
H -1.488 -1.007 -0.809 0.136
H -4.200 0.084 -1.165 0.115
H -3.922 -1.663 -1.039 0.123
H -3.025 -1.447 1.215 0.115
H -4.636 -0.732 1.131 0.120
H -1.992 0.792 1.090 0.114
H -2.644 1.525 3.352 0.076
H -4.106 0.540 3.271 0.080
H -2.518 -0.232 3.285 0.075
H -3.722 2.038 -0.172 0.064
H -4.867 1.823 1.154 0.085
H -3.426 2.815 1.378 0.077
H 0.634 -3.324 -2.204 0.073
H 0.778 -2.131 -3.500 0.093
H -0.760 -2.326 -2.656 0.080
```

Formula: C3H4N2O
Source: the Open Molecules 2025 dataset
Level of theory: the ωB97M-V functional and the def2-TZVPD basis

Output
calculated total energy = -8201.935 eV
total charge = 0
HOMO = -9.29 eV
energy above the lowest of the compared OMol25 structures with the same formula, charge and spin = 188.2 kJ/mol
HOMO-LUMO gap = 10.321 eV
LUMO level = 1.031 eV
spin multiplicity = 1
structure (SMILES) = Nc1ccon1

Geometry as XYZ:
```
10
Properties=species:S:1:pos:R:3:lowdin_charge:R:1
N -1.834 -0.012 -0.384 0.103
C -0.474 -0.199 -0.160 -0.417
C 0.565 0.784 -0.068 -0.012
C 1.646 0.052 0.266 -0.137
O 1.355 -1.246 0.305 -0.046
N 0.005 -1.405 0.031 0.096
H -2.229 0.752 0.150 0.091
H -2.354 -0.866 -0.210 0.092
H 0.668 1.783 -0.448 0.103
H 2.652 0.358 0.518 0.128
```

Formula: C35H31IN2O6PPtS
Source: the Open Molecules 2025 dataset
Level of theory: the ωB97M-V functional and the def2-TZVPD basis

Output
calculated total energy = -83525.228 eV
total charge = +1
HOMO (spin up / spin down) = -9.60 / -10.84 eV
<S²> = 6.0575
energy above the lowest of the compared OMol25 structures with the same formula, charge and spin = 103.0 kJ/mol
HOMO-LUMO gap (spin up / spin down) = 6.966 / 5.288 eV
LUMO level (spin up / spin down) = -2.629 / -5.550 eV
spin multiplicity = 5

Geometry as XYZ:
```
78
Properties=species:S:1:pos:R:3:lowdin_charge:R:1
Pt -0.622 0.868 -0.165 1.193
C 4.175 5.438 -2.422 -0.049
O 4.903 4.286 -2.044 -0.046
C 4.234 3.177 -1.710 -0.252
C 5.023 2.041 -1.399 0.086
C 4.434 0.861 -1.010 0.027
C 3.045 0.705 -0.954 -0.059
C 2.420 -0.515 -0.490 -0.362
C 3.288 -1.702 -0.159 0.022
O 1.197 -0.662 -0.360 -0.101
C 2.221 1.828 -1.359 -0.301
O 0.976 1.748 -1.552 -0.154
C 2.863 3.069 -1.643 0.094
H 4.916 6.167 -2.744 0.103
H 3.604 5.839 -1.580 0.105
H 3.497 5.215 -3.249 0.103
H 6.097 2.141 -1.441 0.138
H 5.068 0.036 -0.725 0.126
H 3.962 -1.952 -0.973 0.097
H 2.645 -2.551 0.064 0.090
H 3.864 -1.459 0.733 0.097
H 2.211 3.902 -1.854 0.101
N -2.634 0.474 1.373 0.048
C -3.594 -0.484 0.948 -0.304
C -4.906 -0.462 1.413 -0.013
C -5.796 -1.449 1.028 -0.055
C -5.397 -2.467 0.175 -0.056
C -4.108 -2.472 -0.323 -0.076
C -3.211 -1.473 0.040 -0.292
P -1.552 -1.445 -0.721 1.065
C -0.857 -3.034 -0.189 -0.341
C -0.194 -3.063 1.036 -0.096
C 0.327 -4.254 1.508 -0.060
C 0.173 -5.418 0.770 -0.063
C -0.493 -5.392 -0.446 -0.065
C -1.007 -4.203 -0.932 -0.086
C -1.891 -1.565 -2.493 -0.364
C -0.905 -2.062 -3.347 -0.095
C -1.135 -2.120 -4.709 -0.064
C -2.336 -1.656 -5.229 -0.063
C -3.306 -1.129 -4.389 -0.061
C -3.086 -1.077 -3.025 -0.094
H -2.072 0.124 2.148 0.105
H -3.057 1.357 1.658 0.108
H -5.220 0.324 2.087 0.119
H -6.805 -1.427 1.406 0.112
H -6.092 -3.241 -0.114 0.113
H -3.790 -3.240 -1.011 0.113
H -0.047 -2.151 1.598 0.072
H 0.863 -4.263 2.446 0.115
H 0.575 -6.346 1.144 0.109
H -0.612 -6.300 -1.018 0.110
H -1.511 -4.184 -1.888 0.103
H 0.032 -2.406 -2.934 0.109
H -0.378 -2.517 -5.370 0.111
H -2.515 -1.696 -6.293 0.110
H -4.234 -0.755 -4.799 0.113
H -3.846 -0.677 -2.369 0.108
O 1.221 -0.933 3.061 -0.284
S 1.625 0.376 2.640 0.684
O 2.864 0.466 1.919 -0.275
N 0.404 1.056 1.764 -0.186
C -0.056 2.189 2.291 -0.562
O -0.967 2.810 1.739 -0.053
C 0.591 2.524 3.583 -0.131
C 0.311 3.599 4.412 0.016
C 0.993 3.691 5.617 -0.047
C 1.935 2.740 5.983 -0.047
C 2.222 1.665 5.147 -0.023
C 1.536 1.580 3.959 -0.196
H -0.416 4.338 4.110 0.127
H 0.788 4.517 6.280 0.113
H 2.460 2.838 6.922 0.114
H 2.954 0.925 5.420 0.124
I -1.194 3.898 -1.499 0.851
C -1.928 1.914 -1.584 -0.799
H -2.979 1.929 -1.311 -0.038
H -1.769 1.547 -2.597 -0.038
```

> Among the records above, which one has the highest calculated total energy?

C3H4N2O